{
  "formula": "C6H13NO",
  "method": "ωB97M-V/def2-TZVPD",
  "lumo_ev": 0.879,
  "homo_energy_ev": -8.40,
  "molar_mass_g_mol": 115.18,
  "smiles": "CC1(C)NOC1(C)C",
  "energy_ha": -366.27196,
  "e_above_lowest_kcal_mol": 101.62,
  "multiplicity": 1,
  "elements": ["C", "C", "C", "N", "O", "C", "C", "C", "H", "H", "H", "H", "H", "H", "H", "H", "H", "H", "H", "H", "H"],
  "positions_angstrom": [[1.507138, -0.207938, 1.340435], [0.805459, -0.243399, -0.053195], [1.505246, 0.519137, -1.162246], [0.521313, -1.661592, -0.459898], [-0.917925, -1.533849, -0.392567], [-0.912595, -0.139005, -0.018844], [-1.583127, 0.013415, 1.353592], [-1.557438, 0.729492, -1.110619], [1.528752, 0.852441, 1.874216], [2.542346, -0.666074, 1.294636], [1.068813, -0.936174, 2.030014], [0.854500, 0.451919, -1.983097], [2.494646, 0.116745, -1.551755], [1.493333, 1.646982, -0.781676], [0.731852, -1.890725, -1.405664], [-2.579880, 0.387606, 1.162371], [-0.977724, 0.540556, 2.142590], [-1.669387, -0.907639, 1.912255], [-2.699672, 0.836020, -0.953273], [-1.155876, 0.351169, -2.033892], [-0.999782, 1.740905, -1.203377]],
  "forces_ev_per_angstrom": [[0.621, 0.693, 0.470], [-1.518, -0.979, 0.493], [0.490, 2.046, 1.663], [-0.102, -0.066, 1.688], [0.066, -0.077, -0.260], [2.083, 0.120, 0.604], [1.102, 0.277, 0.618], [0.823, 1.575, 0.801], [0.040, -2.174, -1.349], [-0.780, 1.055, -0.413], [-0.608, 0.359, -0.126], [-0.765, 0.258, -1.372], [-0.936, 0.634, 1.166], [0.690, -2.194, -1.193], [0.239, 0.253, -0.996], [-0.164, 0.462, 0.613], [-0.710, 0.566, -1.217], [-0.192, -0.839, -0.586], [2.043, -0.198, -0.785], [-1.038, -0.756, -0.769], [-1.382, -1.016, 0.951]]
}

---

{
  "formula": "C33H44F9O13P",
  "method": "ωB97M-V/def2-TZVPD",
  "lumo_ev": -1.179,
  "homo_energy_ev": -9.44,
  "molar_mass_g_mol": 850.66,
  "smiles": "CCCc1cc2c(c(O)c1C)C(=O)C(CP(=O)(O)O)=C(CCCCCOC)C2=O.CCOC(=O)C(F)(F)F.CCOC(=O)C(F)(F)F.CCOC(=O)C(F)(F)F",
  "energy_ha": -3502.26886,
  "e_above_lowest_kcal_mol": 4.92,
  "multiplicity": 1,
  "elements": ["C", "C", "C", "C", "C", "C", "C", "C", "O", "C", "C", "C", "O", "C", "C", "P", "O", "O", "O", "C", "C", "C", "C", "C", "C", "O", "C", "C", "O", "H", "H", "H", "H", "H", "H", "H", "H", "H", "H", "H", "H", "H", "H", "H", "H", "H", "H", "H", "H", "H", "H", "H", "H", "H", "H", "H", "H", "H", "C", "C", "O", "C", "O", "C", "F", "F", "F", "H", "H", "H", "H", "H", "C", "C", "O", "C", "O", "C", "F", "F", "F", "H", "H", "H", "H", "H", "C", "C", "O", "C", "O", "C", "F", "F", "F", "H", "H", "H", "H", "H"],
  "positions_angstrom": [[0.726502, 4.271517, -3.354226], [-0.421471, 3.506805, -4.012290], [-1.158670, 2.487530, -3.089285], [-0.340546, 2.024535, -1.913662], [0.500477, 0.916753, -2.103782], [1.315633, 0.466662, -1.078357], [1.324853, 1.093406, 0.171580], [0.456227, 2.184780, 0.380787], [0.397757, 2.827593, 1.596523], [-0.375180, 2.652707, -0.659790], [-1.284816, 3.820157, -0.375706], [2.236950, 0.591408, 1.230217], [2.473983, 1.187621, 2.260678], [2.875072, -0.737005, 1.021492], [3.517916, -1.310101, 2.245134], [5.255559, -0.758713, 2.334407], [6.186555, -1.786329, 1.879718], [5.342339, 0.562889, 1.440081], [5.496897, -0.315540, 3.857970], [2.850837, -1.353810, -0.165614], [3.458334, -2.700580, -0.420926], [2.424027, -3.854284, -0.305626], [2.697428, -4.770666, 0.899229], [1.552431, -4.863987, 1.923926], [0.856570, -3.551731, 2.270382], [1.055891, -3.211804, 3.649075], [0.303449, -2.079967, 4.018210], [2.188047, -0.713615, -1.327564], [2.327294, -1.159607, -2.437305], [1.560399, 3.624109, -3.091347], [1.109640, 5.035103, -4.027771], [0.376358, 4.780124, -2.461908], [-1.151105, 4.257266, -4.299094], [-0.051610, 3.035341, -4.914796], [-2.111595, 2.908121, -2.789013], [-1.349918, 1.607694, -3.699276], [0.508756, 0.441833, -3.073166], [-0.163372, 2.313896, 2.186093], [-2.237510, 3.716243, -0.884043], [-0.822858, 4.755264, -0.684320], [-1.473414, 3.904507, 0.686852], [2.976002, -0.961667, 3.120973], [3.494707, -2.391768, 2.236719], [5.387924, 1.360372, 1.981888], [4.657245, -0.015518, 4.232683], [3.873189, -2.668525, -1.424044], [4.301757, -2.837009, 0.250050], [2.494558, -4.409171, -1.236994], [1.420659, -3.436392, -0.271634], [3.618220, -4.517721, 1.418852], [2.843014, -5.779461, 0.514295], [1.989114, -5.228684, 2.854187], [0.802508, -5.598416, 1.647572], [1.188514, -2.697348, 1.676397], [-0.207482, -3.689180, 2.137486], [-0.480485, -1.841567, 3.296576], [0.928500, -1.187240, 4.120302], [-0.173011, -2.271811, 4.978960], [-0.640888, 2.793927, -10.886275], [-1.816752, 2.032893, -10.314699], [-2.032268, 2.367785, -8.928642], [-2.703263, 3.486060, -8.698107], [-3.144651, 4.240591, -9.512096], [-2.882290, 3.672516, -7.181471], [-1.744012, 3.431064, -6.518074], [-3.815370, 2.828894, -6.716817], [-3.271103, 4.911163, -6.895921], [0.251787, 2.624572, -10.283630], [-0.443928, 2.469912, -11.907352], [-0.834850, 3.865991, -10.895683], [-1.621179, 0.963045, -10.326199], [-2.727663, 2.210280, -10.884564], [1.629580, 1.781703, 4.996880], [1.456966, 2.942246, 5.950773], [0.074025, 3.101214, 6.329641], [-0.360530, 2.302658, 7.292693], [0.269668, 1.471645, 7.875616], [-1.833785, 2.624741, 7.601883], [-2.547440, 2.763760, 6.477262], [-1.918263, 3.769626, 8.291518], [-2.384982, 1.657595, 8.326914], [0.984705, 1.900260, 4.132095], [2.658129, 1.722121, 4.652970], [1.367866, 0.840050, 5.482640], [1.735670, 3.875943, 5.467359], [2.076631, 2.832359, 6.839927], [-6.399699, -3.855798, 2.481843], [-5.490775, -3.629965, 1.293830], [-4.122310, -3.954436, 1.613666], [-3.801867, -5.238517, 1.557134], [-4.521097, -6.147677, 1.271340], [-2.308592, -5.407783, 1.881034], [-1.944710, -4.680675, 2.948899], [-1.556372, -5.011545, 0.839231], [-2.007186, -6.675130, 2.135086], [-6.041309, -3.298067, 3.347417], [-7.412508, -3.530853, 2.247299], [-6.430364, -4.909380, 2.757392], [-5.480708, -2.578671, 1.014891], [-5.813372, -4.201134, 0.424542]],
  "forces_ev_per_angstrom": [[-0.057, -0.106, -0.097], [0.144, 0.518, 0.718], [0.586, -0.030, -0.412], [0.269, -0.353, 0.255], [-0.223, 0.710, 0.429], [-0.035, 0.062, -0.177], [-0.452, 0.612, 0.160], [0.024, -0.421, -0.640], [-0.086, 0.058, -0.209], [0.147, -0.068, 0.229], [0.094, -0.203, 0.041], [0.005, -0.259, -0.350], [0.031, 0.246, 0.161], [-0.427, -0.126, -0.066], [0.187, 0.492, -0.094], [0.134, -0.965, -0.253], [0.102, -0.063, -0.039], [0.050, 0.249, 0.471], [-0.362, 0.317, -0.204], [0.192, -0.309, 0.181], [0.025, 0.378, -0.078], [0.789, 0.288, -0.062], [-0.806, -0.521, -0.166], [0.529, 0.389, 0.459], [-0.001, 0.029, 0.510], [0.064, -0.154, -0.188], [-0.047, 0.087, 0.224], [-0.229, 0.316, 0.428], [0.032, -0.288, -0.676], [0.032, -0.064, 0.120], [0.007, 0.044, -0.115], [0.096, 0.071, 0.192], [-0.125, -0.033, -0.307], [-0.039, -0.209, -0.068], [-0.097, -0.026, 0.136], [-0.321, -0.083, 0.010], [0.151, -0.227, 0.016], [0.100, -0.034, 0.163], [-0.070, 0.043, -0.118], [-0.017, 0.117, -0.089], [-0.035, 0.018, 0.131], [-0.044, -0.022, 0.082], [0.167, -0.145, 0.055], [-0.064, 0.091, -0.161], [0.152, 0.074, 0.242], [-0.008, -0.059, -0.125], [0.041, -0.184, 0.082], [-0.141, -0.218, 0.005], [-0.149, -0.036, -0.005], [0.114, 0.243, -0.085], [0.197, -0.107, 0.075], [-0.087, -0.096, 0.114], [-0.011, -0.063, -0.307], [0.022, -0.087, -0.262], [-0.103, 0.352, -0.250], [-0.084, -0.107, -0.097], [0.137, 0.013, -0.043], [0.012, 0.009, 0.082], [0.029, 0.215, 0.196], [0.159, -0.192, -0.469], [-0.082, -0.008, 0.143], [0.076, -0.177, -0.302], [-0.049, 0.089, 0.115], [-0.037, 0.129, 0.339], [-0.173, -0.021, -0.285], [0.026, -0.049, -0.079], [0.020, -0.011, -0.091], [0.011, -0.093, -0.047], [-0.015, -0.034, 0.001], [-0.061, -0.014, -0.064], [-0.009, -0.002, 0.196], [-0.049, 0.140, 0.112], [-0.317, -0.182, 0.398], [0.486, -0.001, -0.211], [-0.101, 0.083, 0.076], [0.315, 0.044, -0.129], [-0.124, -0.036, 0.068], [-0.249, -0.039, 0.041], [0.026, -0.006, 0.019], [0.039, 0.002, -0.020], [0.051, 0.010, -0.004], [0.113, 0.093, -0.126], [0.019, 0.088, -0.070], [0.070, 0.022, 0.068], [-0.200, 0.061, 0.007], [-0.155, -0.084, 0.100], [0.167, -0.170, 0.165], [-0.481, 0.214, -0.063], [0.162, -0.012, -0.040], [-0.293, 0.184, -0.081], [0.114, -0.099, 0.023], [0.520, -0.185, 0.237], [-0.300, -0.076, -0.061], [-0.272, 0.021, -0.083], [-0.170, -0.025, -0.052], [-0.041, 0.085, -0.040], [0.006, 0.024, -0.027], [-0.045, -0.016, -0.075], [0.191, 0.008, 0.042], [0.112, -0.141, 0.045]]
}

---

{
  "formula": "CHF4NO5S2Tl",
  "method": "ωB97M-V/def2-TZVPD",
  "lumo_ev": -9.034,
  "homo_energy_ev": -15.65,
  "charge": 1,
  "molar_mass_g_mol": 451.53,
  "energy_ha": -1837.28995,
  "multiplicity": 1,
  "elements": ["N", "S", "O", "O", "S", "O", "O", "C", "F", "F", "F", "F", "Tl", "O", "H"],
  "positions_angstrom": [[0.838300, -0.310472, -1.063710], [1.786237, 0.920043, -0.245739], [3.164745, 0.398378, -0.390482], [1.514571, 2.176039, -0.988130], [-0.555658, -0.797057, -0.750619], [-0.443279, -2.401331, -0.065173], [-1.367902, -1.291734, -1.861575], [-1.698199, 0.605029, -0.155769], [-1.081415, 1.371896, 0.752162], [-2.022380, 1.368265, -1.171305], [-2.775817, 0.056970, 0.355712], [0.895434, -2.630335, 0.300054], [0.855921, 0.872918, 2.103093], [-0.233024, -0.626399, 2.281380], [0.067898, -1.531412, 2.390201]],
  "forces_ev_per_angstrom": [[0.939, 1.552, 2.126], [3.366, 1.005, -6.842], [-3.213, 0.879, 1.853], [-0.212, -2.531, 2.796], [-1.767, -3.126, -4.104], [0.335, 1.497, 0.411], [1.010, 1.568, 1.780], [-1.662, -0.260, 0.026], [-0.204, 0.623, 0.137], [0.665, -0.655, 0.254], [0.519, 0.113, 0.046], [-0.204, 0.169, 0.419], [3.350, 2.809, 0.172], [-3.196, -3.350, 0.528], [0.273, -0.292, 0.398]]
}